# 1
29
Properties=species:S:1:pos:R:3:forces:R:3 method="wB97M-V/def2-TZVPD" lumo_energy_ev=3.242 e_homo_ha=-0.071 charge=-1
C 2.735024 1.230981 1.403575 -0.17 0.04 0.02
C 2.208399 0.100809 0.518065 0.10 0.04 0.10
C 2.873532 -1.226421 0.922331 0.14 0.09 0.06
C 0.662223 0.111901 0.542280 -0.07 0.31 -0.32
C 0.135113 1.013673 -0.590857 0.19 -0.10 0.37
C -0.003783 -1.260478 0.453733 -0.16 0.02 -0.04
O -1.392406 -1.195798 0.490409 -0.43 0.02 -0.33
N -1.902160 -1.000760 1.888116 0.11 0.09 -0.17
H 2.460640 1.040642 2.444579 0.07 -0.02 0.02
H 2.285559 2.186980 1.126123 0.03 0.02 -0.02
H 3.821103 1.323717 1.337706 0.04 0.02 0.01
H 2.522007 0.332130 -0.506443 0.00 -0.08 -0.04
H 3.813330 -1.040156 1.449542 0.03 0.03 -0.04
H 2.241927 -1.809350 1.587096 0.05 -0.02 0.06
H 3.121098 -1.839607 0.055014 -0.16 -0.10 -0.01
H 0.325421 0.559113 1.482921 0.04 -0.16 0.11
H 0.285555 0.543291 -1.565610 -0.06 -0.05 -0.03
H -0.924992 1.207304 -0.454624 -0.09 -0.04 -0.08
H 0.651994 1.978341 -0.610897 0.02 0.00 0.05
H 0.265286 -1.712724 -0.515651 0.08 -0.10 0.00
H 0.318325 -1.919906 1.264550 0.09 0.02 0.03
H -2.045836 0.018815 1.875905 0.01 0.01 0.10
C -3.507622 -0.403652 -1.811390 0.12 -0.05 0.16
N -3.495678 0.954224 -2.415295 0.28 0.25 -0.15
O -4.541722 1.573343 -2.487587 -0.10 -0.10 0.09
O -2.430337 1.381320 -2.823854 -0.20 -0.20 0.07
H -4.523284 -0.623362 -1.506398 0.02 0.02 0.01
H -3.156788 -1.083337 -2.583340 0.00 -0.01 -0.01
H -2.801928 -0.441034 -0.969999 0.00 0.02 0.00

# 2
34
Properties=species:S:1:pos:R:3:forces:R:3 method="wB97M-V/def2-TZVPD" lumo_energy_ev=-1.574 e_homo_ha=-0.343 smiles="NCC1=C(N)C(=O)C(F)=C(CCCC(F)(F)C(F)(F)F)C1=O"
N -3.259871 1.269899 3.273482 0.00 -0.52 -0.27
C -2.890077 0.309575 2.201141 0.12 0.79 0.55
C -1.448210 0.410689 1.795547 0.21 0.03 -0.12
C -0.429449 0.196747 2.648057 -0.29 0.05 0.09
N -0.558276 -0.174201 3.984794 -0.02 -0.74 -0.67
C 0.968371 0.374313 2.204602 1.44 -0.29 0.64
O 1.906283 0.097158 2.940512 -0.80 0.18 -0.49
C 1.219910 0.870622 0.839546 -0.28 0.20 -0.28
F 2.506764 1.116184 0.558451 -0.24 -0.06 0.06
C 0.249069 1.049957 -0.054913 -0.04 -0.07 0.12
C 0.421974 1.539651 -1.449256 0.75 0.14 -0.27
C 1.596481 0.925690 -2.243490 -0.57 0.13 0.09
C 1.864718 -0.547816 -1.998808 0.06 0.01 -0.52
C 0.738308 -1.474312 -2.444700 0.51 -0.22 0.12
F 0.327773 -2.235388 -1.397099 -0.19 -0.07 0.16
F -0.337032 -0.816229 -2.916467 -0.28 0.10 -0.11
C 1.163159 -2.469541 -3.543523 -0.03 -0.58 -0.23
F 2.294718 -3.121213 -3.173462 -0.73 0.37 -0.34
F 0.192449 -3.386392 -3.742510 0.70 0.56 -0.05
F 1.397267 -1.822190 -4.705274 -0.05 -0.40 0.63
C -1.152653 0.767112 0.388012 -0.85 -0.04 -0.31
O -2.062125 0.834233 -0.429650 0.69 0.02 0.51
H -2.667341 2.081218 3.183893 -0.01 0.28 0.06
H -3.075023 0.883303 4.185949 0.08 0.00 0.16
H -3.501318 0.558067 1.350237 -0.17 -0.27 -0.37
H -3.111528 -0.700936 2.526339 -0.25 -0.23 0.05
H -1.378487 -0.755120 4.096914 -0.28 0.18 0.23
H 0.237568 -0.754172 4.232778 0.26 0.39 0.29
H 0.590134 2.612776 -1.391177 0.03 0.25 -0.03
H -0.489521 1.416219 -2.008705 -0.39 -0.17 0.12
H 2.491952 1.506363 -2.079079 0.38 -0.07 0.20
H 1.358807 1.043334 -3.295337 -0.02 0.10 -0.24
H 2.087477 -0.788814 -0.970176 0.00 0.02 0.30
H 2.747730 -0.816788 -2.566626 0.24 -0.07 -0.07

# 3
14
Properties=species:S:1:pos:R:3:forces:R:3 method="wB97M-V/def2-TZVPD" lumo_energy_ev=-4.648 e_homo_ha=-0.499 charge=+1 de_lowest_kj_mol=567.4
C -1.610852 -4.086781 -1.087274 0.33 0.00 1.65
C -1.503718 -2.271484 -2.330939 -0.60 -0.01 -1.29
C 0.148588 -1.209617 -0.897586 -1.88 -1.64 -0.99
N -0.835904 -3.332070 -0.408664 0.52 0.36 -0.01
N -0.740212 -2.178117 -1.238499 -0.93 -1.61 0.77
N 0.973987 1.736488 0.325466 2.19 1.50 0.02
N 1.186159 -0.764643 -1.122367 0.14 -0.05 0.77
O 2.203267 -0.169654 -1.006083 2.01 1.34 -0.50
O -2.065238 -3.534792 -2.236190 0.77 1.04 0.50
H -1.878719 -5.035746 -0.597500 -0.29 0.32 -1.19
H 1.303265 2.153814 1.306015 -0.64 -1.67 -2.73
H 0.343515 0.970915 0.324866 -0.82 -1.24 1.19
H 0.426363 2.438374 -0.138226 -0.23 1.03 -0.23
H 1.710319 1.376166 -0.437623 -0.56 0.63 2.04

# 4
15
Properties=species:S:1:pos:R:3:forces:R:3 method="wB97M-V/def2-TZVPD" lumo_energy_ev=-0.443 e_homo_ha=-0.335 de_lowest_kj_mol=282.2
C -0.961173 -0.452442 -1.142493 -0.38 -0.08 -0.04
C 0.411663 0.150486 -1.231774 -0.34 1.08 0.04
C -1.682359 -0.452502 -0.023146 -0.03 -0.06 -0.45
C 1.419261 -0.757400 -0.763017 0.41 -0.27 0.87
C -1.216248 0.134246 1.223386 0.16 0.17 0.29
C -0.258252 1.050780 1.283200 0.03 -0.01 -0.67
N 2.041105 -1.306759 0.053826 -0.27 0.27 -1.42
O 1.866549 2.019263 0.090737 1.02 0.38 0.16
O 2.781951 -1.977118 0.692384 0.50 -0.45 0.94
S 0.463841 1.771131 -0.221909 -0.99 -1.08 -0.03
H -1.320315 -0.946572 -2.034543 -0.09 -0.08 0.01
H 0.637429 0.474902 -2.250506 -0.06 0.05 0.13
H -2.639035 -0.953148 -0.000154 -0.08 -0.04 -0.10
H -1.677797 -0.229202 2.131059 0.03 0.02 0.15
H 0.133383 1.474337 2.192947 0.08 0.11 0.11

# 5
102
Properties=species:S:1:pos:R:3:forces:R:3 method="wB97M-V/def2-TZVPD" lumo_energy_ev=-2.186 e_homo_ha=-0.343 charge=+1 de_lowest_kj_mol=0.0
Pt 0.047903 0.652358 -0.189531 0.13 0.09 -0.22
C -2.769900 1.547656 -2.608016 0.03 -0.02 0.06
C -1.359939 1.573540 -3.199227 0.02 -0.01 0.10
C -0.741158 2.964204 -3.040065 0.01 -0.03 0.02
P -0.284344 0.255608 -2.450137 -0.13 0.11 -0.05
C 1.014386 -0.038415 -3.731852 -0.03 -0.11 0.05
C 2.227582 0.858434 -3.462603 0.00 -0.02 0.01
C 1.452696 -1.503490 -3.797682 0.07 -0.02 -0.05
C -1.365645 -1.188087 -2.314607 -0.02 0.04 0.22
C -1.639098 -2.084953 -3.338490 -0.12 -0.06 -0.11
C -2.442671 -3.204555 -3.153412 0.02 0.05 -0.02
C -2.732265 -4.167738 -4.273382 0.01 0.00 0.01
C -2.961960 -3.395020 -1.875277 0.02 0.04 0.03
C -2.732143 -2.497953 -0.843995 -0.06 -0.06 -0.02
C -1.959450 -1.339414 -1.036865 0.04 0.05 -0.13
N -1.688551 -0.398740 -0.043899 0.23 0.12 -0.10
C -2.488768 -0.228995 1.091866 0.02 0.04 0.03
C -3.840205 -0.588351 1.148006 -0.12 -0.03 0.00
C -4.579990 -0.426338 2.307115 0.02 -0.02 -0.04
C -4.031055 0.119200 3.462846 0.07 0.02 -0.02
C -4.841720 0.303583 4.716898 0.01 0.01 0.00
C -2.717510 0.562022 3.380201 -0.08 -0.04 0.02
C -1.947104 0.411709 2.228122 -0.01 0.00 0.05
P -0.444750 1.377140 1.925253 -0.01 -0.28 0.06
C -1.058156 3.117899 1.919270 0.00 0.01 -0.01
C -1.195538 3.763561 3.294818 -0.02 -0.01 0.01
C -2.369414 3.193058 1.137459 0.01 0.01 -0.05
C 0.826947 1.175123 3.246790 -0.02 -0.03 -0.01
C 1.742730 -0.009911 2.916631 -0.03 0.03 0.03
C 0.313985 1.037874 4.680170 -0.01 0.02 -0.01
H -3.360544 2.347642 -3.057229 0.00 0.00 0.00
H -2.750576 1.707761 -1.527721 0.00 -0.03 -0.09
H -3.277394 0.603491 -2.800325 -0.01 -0.02 0.00
H -1.427584 1.323879 -4.263641 0.01 -0.01 -0.01
H -0.537245 3.178078 -1.987985 0.00 0.00 0.01
H -1.437810 3.717980 -3.410907 0.00 -0.01 0.00
H 0.186629 3.078841 -3.596397 0.06 -0.01 -0.01
H 0.563775 0.249195 -4.686219 0.02 -0.02 -0.03
H 2.712567 0.582667 -2.525091 -0.02 0.03 -0.04
H 1.969713 1.912646 -3.387445 -0.02 0.03 0.03
H 2.943824 0.745450 -4.277812 0.01 0.01 0.00
H 1.566794 -1.916501 -2.795587 0.02 -0.04 0.05
H 2.415813 -1.575390 -4.306593 0.00 0.01 0.00
H 0.744781 -2.133357 -4.332753 0.12 0.03 0.04
H -1.217132 -1.907530 -4.322554 -0.10 0.01 0.05
H -2.353971 -3.790768 -5.222914 0.00 0.00 0.00
H -3.804676 -4.331721 -4.383298 0.00 0.00 0.00
H -2.272141 -5.142249 -4.095777 0.00 0.00 0.00
H -3.572790 -4.269396 -1.676129 0.00 0.00 0.00
H -3.162129 -2.703363 0.125278 -0.01 0.00 -0.01
H -4.336799 -0.967622 0.266111 0.02 0.01 0.02
H -5.623750 -0.719341 2.302798 0.00 0.00 0.00
H -5.782364 -0.242136 4.659834 0.00 0.00 0.00
H -5.078600 1.356722 4.880698 0.00 0.00 0.00
H -4.300527 -0.050041 5.595287 0.00 0.00 0.00
H -2.293446 1.077572 4.231719 0.00 -0.02 0.03
H -0.279872 3.636852 1.362847 0.00 0.02 0.01
H -1.968804 3.280466 3.896820 0.02 0.02 -0.01
H -1.492416 4.805593 3.162872 -0.01 0.00 0.00
H -0.258350 3.761993 3.851657 -0.01 0.02 -0.02
H -3.190473 2.720896 1.680276 0.00 0.02 0.00
H -2.283933 2.706500 0.163032 0.02 0.05 0.07
H -2.630725 4.239141 0.968910 0.01 0.00 0.00
H 1.408116 2.096693 3.148929 0.02 0.02 -0.01
H 1.211356 -0.950532 3.090325 -0.02 -0.01 -0.02
H 2.613265 0.002740 3.575780 -0.01 0.00 0.01
H 2.084786 0.011962 1.882502 0.02 0.02 -0.03
H -0.263103 0.119177 4.796729 -0.01 -0.01 0.01
H -0.304454 1.875905 4.996712 0.02 -0.03 -0.01
H 1.166000 0.981443 5.360201 0.00 0.00 0.00
C 3.048514 -1.981673 -0.574505 0.05 0.18 0.11
O 1.661502 -2.247176 -0.281627 -0.01 -0.06 0.26
H 3.663551 -2.173846 0.304696 -0.01 0.01 -0.01
H 3.077876 -0.920818 -0.819629 0.04 -0.08 0.00
H 3.386976 -2.583567 -1.414796 -0.02 -0.03 -0.05
C 2.284339 -4.440345 1.285041 -0.06 -0.01 0.01
P 1.052221 -3.550680 0.348269 -0.51 0.19 -0.31
C -0.314833 -3.024671 1.365736 0.42 0.01 0.25
C 0.393024 -4.540768 -0.973665 0.14 -0.12 -0.02
H 1.834856 -5.348004 1.691311 -0.03 0.03 0.02
H 2.631103 -3.814395 2.107850 0.03 -0.02 0.01
H 3.126202 -4.726180 0.656045 0.02 0.03 -0.04
H -1.123058 -3.753813 1.353119 0.06 -0.06 -0.03
H -0.671335 -2.069913 0.968284 0.00 0.01 -0.01
H 0.037047 -2.875171 2.387010 -0.08 0.04 0.02
H -0.109620 -5.411995 -0.551491 -0.02 -0.03 -0.04
H 1.185565 -4.869376 -1.646526 -0.01 0.00 -0.02
H -0.335301 -3.934644 -1.521217 0.02 0.00 0.02
Cl 8.329691 3.406704 -0.380839 0.00 0.00 -0.01
C 6.631656 3.107726 -0.202530 -0.01 0.01 0.02
C 5.746865 4.174845 -0.194094 0.02 0.01 0.00
C 4.393005 3.928891 -0.038484 -0.02 0.01 0.02
C 3.921103 2.626939 0.075228 -0.02 -0.08 0.04
C 4.824047 1.570415 0.069794 0.02 0.07 -0.07
C 6.183785 1.804188 -0.058784 0.00 -0.03 0.01
C 2.445844 2.395616 0.237561 0.02 -0.02 -0.09
O 1.752296 3.222998 0.808967 -0.05 0.04 0.04
O 2.019332 1.282721 -0.276637 -0.18 -0.03 -0.03
H 6.120622 5.183520 -0.300694 0.00 0.00 0.00
H 3.687368 4.748263 -0.003978 0.00 -0.01 0.00
H 4.458207 0.560540 0.187478 -0.01 -0.05 -0.01
H 6.896836 0.991321 -0.046232 0.00 0.00 -0.01